The following is a quantum chemistry calculation of a structure of composition C35H45BN3O5SW in a non-equilibrium geometry, from the OMol25 dataset.

Summary:
orbital gap (spin up / spin down): 6.90 / 6.43 eV
charge: +3
M: 814.5 g/mol
multiplicity: 3
total energy: -65048.319 eV

Last column: Löwdin spin population.
CARTESIAN COORDINATES (ANGSTROEM)
H 0.06 -5.05 -0.88  0.00
H 4.04 -1.29 -5.02  0.00
O 0.05 -0.27 -1.28  0.06
H 3.38 -3.63 -1.51  0.00
H 2.74 0.64 -1.42  0.00
H -2.20 1.22 4.97  0.00
C -0.82 3.67 -0.63  0.00
C 2.98 -0.30 -1.97  0.01
C 3.85 -2.06 1.06  0.00
H 3.70 -2.97 1.63  0.00
H 1.16 -0.97 -4.82  0.00
H 4.03 -3.48 -3.89  0.00
H 0.49 1.16 -3.71  0.00
C -1.03 -1.58 3.16  0.00
H -1.75 1.13 -0.07  0.00
H -3.84 0.11 -0.93  0.00
C 3.74 -2.59 -3.35  0.00
C -3.22 -0.20 2.98  0.00
H 1.16 0.33 -6.01  0.00
C -4.11 3.13 -2.40  0.00
H -3.60 0.81 3.05  0.00
N 1.78 1.80 1.66  0.00
H -2.23 -2.67 -2.56  0.00
O -0.42 -1.33 1.84  0.01
H -4.78 3.71 -3.01  0.00
H -1.83 -0.77 -4.21  0.00
C -2.39 1.68 -0.77  0.00
H -1.29 -3.68 2.87  0.00
H 1.84 -2.43 0.25  0.00
H 4.79 -2.13 0.50  0.00
H -5.36 1.39 -2.38  0.00
C -1.91 -2.81 3.06  0.00
C 3.02 -0.11 1.70  0.06
C 2.64 -1.69 0.14  0.00
C -1.12 4.87 0.31  0.00
C 0.14 -1.83 4.12  0.00
C -1.71 -2.20 -1.73  0.01
C 0.41 3.58 1.25  0.07
H -2.64 -2.72 2.25  0.00
C 3.37 -2.68 -2.02  0.00
C 3.35 -0.22 -3.30  0.00
C -3.58 1.11 -1.23  0.00
C -1.77 -0.22 3.46  0.00
C -1.16 -3.26 -0.78  0.00
W 0.75 0.88 0.11  1.43
B -0.41 0.01 1.66  0.05
H -0.64 0.44 5.18  0.00
O -0.17 4.74 1.37  0.05
H -0.24 4.02 -1.50  0.00
C 0.53 -0.25 -5.35  0.00
C 3.04 2.97 3.88  0.07
C -2.93 3.70 -1.95  0.00
H -2.36 -1.48 -1.24  0.00
C -0.30 -4.26 -1.54  0.00
H -2.68 4.71 -2.23  0.00
H 4.24 1.16 3.90  0.00
C -1.67 0.28 4.89  0.00
C 3.00 -1.53 -1.32  0.00
H -2.44 -2.97 3.99  0.00
H -1.84 0.46 -2.91  0.00
C 3.44 1.71 3.43  0.01
H 1.75 4.65 3.50  0.00
O -1.05 0.72 2.58  0.02
H 0.81 -0.97 4.13  0.00
H -0.99 5.85 -0.15  0.00
C -0.21 0.65 -4.38  0.00
H -0.23 -2.02 5.12  0.00
C 1.43 3.05 2.11  0.06
H -0.76 1.42 -4.93  0.00
O 3.96 -0.97 1.98  0.05
N 0.07 2.83 0.20  0.00
H -3.29 -0.53 1.95  0.00
C -2.07 2.98 -1.13  0.00
H 0.56 -3.78 -2.00  0.00
H -1.99 -3.78 -0.30  0.00
C -4.44 1.83 -2.04  0.00
S -0.30 -1.28 -2.45  0.01
C 2.78 1.16 2.33  0.05
C 2.04 3.65 3.21  0.01
C 3.73 -1.36 -3.99  0.00
H -2.12 -0.43 5.57  0.00
H 3.52 3.41 4.74  0.00
C -1.21 -0.15 -3.55  0.00
H 3.36 0.74 -3.80  0.00
H -2.13 4.80 0.74  0.00
H -0.17 -0.81 -5.97  0.00
H -3.83 -0.84 3.61  0.00
H -0.88 -4.74 -2.33  0.00
N 2.21 -0.41 0.71  -0.01
H -0.58 -2.76 0.01  0.00
H 0.70 -2.70 3.79  0.00

---

The following is a quantum chemistry calculation of a structure of composition C35H45Br2CrIN3O2PS3Sb, from the OMol25 dataset.

Summary:
orbital gap (spin up / spin down): 4.98 / 6.03 eV
charge: -2
ΔE to the lowest compared entry with this formula, charge and spin: 0.0000 eV
M: 1127.4 g/mol
multiplicity: 6
total energy: -270540.024 eV

Last column: Löwdin spin population.
CARTESIAN COORDINATES (ANGSTROEM)
H -4.71 -4.68 3.04  0.00
C 3.62 -2.09 -2.87  0.00
H -2.86 -4.76 -0.74  0.00
H -1.79 3.65 -3.24  0.00
N 0.60 2.83 -1.50  0.00
C -3.96 -2.67 3.42  0.00
H -7.82 -0.09 -1.15  0.00
P -3.42 -1.54 -0.48  0.01
Br 4.29 -0.17 0.62  0.00
C -6.07 -3.29 2.16  0.00
H -4.61 -0.98 2.23  0.00
H 1.53 -4.73 0.64  0.00
H -6.19 -0.77 0.58  0.00
H -3.91 0.40 0.48  0.01
C -5.91 -0.02 -0.16  0.00
H -4.64 1.63 -3.50  0.00
C 2.33 4.14 -3.23  0.00
H -2.97 -1.42 -2.67  0.00
H -1.32 -2.93 -1.60  0.00
H -6.49 -2.31 2.37  0.00
C 2.31 1.45 -0.59  0.01
C 0.14 3.73 -2.32  0.00
H 3.75 -5.09 -1.23  0.00
C -2.54 -4.73 -1.79  0.00
C -3.97 -2.58 0.91  0.00
H -6.64 -1.20 -1.82  0.00
H -4.29 -2.82 -3.96  0.00
O -1.99 -1.20 -0.15  0.03
C 3.68 1.18 -0.56  0.00
C -6.39 0.85 -2.48  0.00
H -6.15 0.95 0.28  0.00
C 4.06 -3.38 -2.50  0.00
C 2.53 -1.50 -2.27  0.00
S -1.81 1.83 1.00  0.15
H 4.92 -3.81 -3.00  0.00
N 0.79 -1.87 -0.47  0.01
C -5.11 -3.69 3.27  0.00
C 1.91 2.52 -1.50  0.00
C -2.15 -3.31 -2.19  0.00
S -2.25 1.66 4.90  0.25
H -5.20 -4.31 0.49  0.00
C -3.84 -1.75 2.20  0.00
C 1.87 -2.21 -1.28  0.00
H 3.00 4.65 -3.91  0.00
H -5.42 -2.25 -2.76  0.00
H -5.65 -3.79 4.22  0.00
H -5.68 -4.66 -3.25  0.00
C 0.59 -2.88 0.31  0.01
C 2.85 3.17 -2.35  0.00
H -6.92 -3.99 2.11  0.00
C -4.89 -4.33 -2.57  0.00
H -1.79 3.46 -1.48  0.00
H 2.18 -0.52 -2.56  0.00
H -2.98 0.91 -1.79  0.00
C -5.35 -3.28 0.80  0.00
C 4.21 2.79 -2.25  0.01
H -3.01 -3.19 3.55  0.00
H -5.30 -4.39 -1.56  0.00
H -3.19 -3.35 0.96  0.00
C -4.54 -2.88 -2.89  0.00
C -1.34 4.00 -2.31  0.00
C 4.62 1.83 -1.37  0.00
H -1.55 5.07 -2.20  0.00
H -4.64 -0.11 -3.31  0.00
C 0.99 4.41 -3.22  0.00
C -4.04 0.98 -1.54  0.01
H -2.87 -1.25 2.23  0.00
H -6.97 0.68 -3.39  0.00
H -1.79 -3.32 -3.23  0.00
H 0.58 5.15 -3.90  0.00
O 1.47 0.81 0.12  0.03
C 3.41 -4.10 -1.52  0.00
C -4.89 0.82 -2.80  0.00
H -5.98 -2.81 0.05  0.00
H 4.16 -1.56 -3.64  0.00
H -3.96 -6.27 -2.38  0.00
H -6.66 1.84 -2.11  0.00
H -3.33 -5.29 -3.71  0.00
H -4.18 1.99 -1.13  0.00
S -0.21 -0.99 2.85  0.22
C -4.40 0.00 -0.42  0.01
H -0.17 -2.91 1.09  0.01
C 2.32 -3.49 -0.92  0.00
C -3.68 -5.25 -2.67  0.00
Sb -0.91 1.21 3.09  0.38
Cr -0.33 0.00 -0.09  3.80
N 1.46 -3.90 0.09  0.00
Br 5.53 3.63 -3.36  0.00
H -1.67 -5.39 -1.87  0.00
I -0.64 0.20 -3.36  0.04
C -6.76 -0.19 -1.42  0.00
H -4.09 -2.05 4.30  0.00
C -3.33 -2.32 -2.14  0.00
H 5.66 1.56 -1.31  0.00